25
Properties=species:S:1:pos:R:3:forces:R:3 method="wB97M-V/def2-TZVPD" total_charge=-1 orbital_gap_ev="7.23 / 6.19" multiplicity=2 total_energy_ha=-1136.51350 s_squared=0.769 lumo_ha="0.063 / 0.025"
C -0.36744 -0.11470 0.22775 -0.17 0.44 0.42
C -0.41345 -0.82309 -1.06610 0.92 0.20 -0.07
C -1.38085 -1.74558 -1.36552 -1.68 -1.68 -1.01
N -2.19319 -2.54285 -1.68470 1.35 1.27 0.68
C -1.03287 1.29327 0.11147 -0.72 -0.09 0.87
C -1.05182 2.00477 1.47246 0.08 0.12 0.14
S -2.08865 3.51666 1.52345 0.13 0.05 -0.38
O -1.40967 4.45518 0.62298 -0.44 -0.54 0.55
O -3.39638 3.05051 1.04121 0.63 0.16 0.24
O -2.04625 3.87699 2.93882 -0.06 -0.11 -0.45
C -0.33326 2.10310 -0.87256 0.77 1.02 -2.07
N 0.20855 2.67733 -1.72830 -0.71 -1.07 1.47
H -0.93514 -0.68818 0.97966 0.36 0.33 -0.12
H 0.67256 0.06039 0.55397 -0.35 -0.32 -0.05
H 0.34645 -0.59656 -1.81232 -0.30 -0.06 0.00
H -2.08447 1.14781 -0.19241 0.37 0.23 -0.11
H -1.47365 1.34997 2.24445 0.14 0.04 -0.20
H -0.02829 2.29517 1.74303 -0.26 -0.01 0.11
C 1.77690 -3.52599 -0.52533 0.87 0.37 0.08
C 2.94780 -2.90974 -0.25229 -1.18 -0.64 0.41
C 3.81116 -2.48297 -1.29803 2.17 1.09 -2.18
N 4.56411 -2.10890 -2.11726 -1.83 -0.94 1.90
H 1.09790 -3.86742 0.25746 0.27 0.17 -0.21
H 1.49880 -3.71493 -1.56582 -0.01 0.09 0.41
H 3.31116 -2.71025 0.76394 -0.33 -0.11 -0.42